Record 1
The following is a DFT calculation (ωB97M-V/def2-TZVPD) of a structure of composition C14H21AlBeBrCaCl5F3N5O9S2.

XYZ file:
```
63
Properties=species:S:1:pos:R:3:mulliken_charge:R:1
N 0.5707 4.0907 -1.3779 -0.191
C -0.6448 4.5869 -0.6263 0.489
N -0.3263 6.0305 -0.1985 -0.307
N -1.8309 4.5178 -1.6008 -0.496
C -1.0418 3.7159 0.7065 -1.054
N 0.1039 2.9441 1.3291 -0.393
C 0.2719 1.5658 0.7128 0.690
C 1.7354 1.3610 -0.0542 0.540
O 2.8064 1.8495 0.5780 -0.779
O 1.7937 0.6295 -1.3377 -0.728
H 0.9558 4.9161 -1.9236 0.383
H 0.2088 3.4456 -2.1430 0.188
H -0.5355 6.5935 -1.0741 -0.016
H 0.7216 6.0408 -0.0674 0.438
H -2.0167 3.4963 -1.8303 0.314
H -1.4566 4.9000 -2.5187 -0.187
H -1.9533 2.9649 0.5363 0.326
H -1.4278 4.5054 1.5131 0.372
H -0.2221 2.7484 2.3221 0.289
H -0.6425 1.2530 0.0186 0.184
H 0.2938 0.7914 1.6203 -0.653
C 5.9538 -1.1556 4.4628 0.207
C 4.6642 -1.1042 4.8104 -0.513
C 3.6642 -0.4442 3.9481 0.119
O 2.4840 -0.3950 4.2664 -0.365
C 4.1437 0.1550 2.6869 -0.275
C 5.4333 0.1036 2.3393 -0.464
C 6.4334 -0.5564 3.2016 0.553
O 7.6135 -0.6057 2.8833 -0.456
H 6.7003 -1.6351 5.0841 0.396
H 4.2966 -1.5396 5.7319 0.478
H 3.3972 0.6345 2.0656 0.674
H 5.8009 0.5390 1.4178 0.535
Al -0.1872 2.8095 -3.9719 0.602
C -0.9390 -1.2385 3.7234 0.303
Cl -2.3739 -2.2507 3.4215 -0.067
Cl 0.1002 -2.0280 4.9364 -0.091
Cl -0.0285 -1.0311 2.2060 -0.090
Cl -1.4538 0.3558 4.3298 -0.103
N -2.6816 0.0479 -8.1216 -0.336
S -3.5184 0.3925 -6.8379 1.070
O -4.7411 1.1673 -7.0194 -0.565
O -2.7894 0.6303 -5.5974 -0.591
F -4.1386 -1.0530 -6.5303 -0.261
S -1.9946 1.3276 -8.7229 0.999
O -1.4827 1.1393 -10.0800 -0.585
O -1.1203 2.1123 -7.8595 -0.538
F -3.2079 2.3285 -8.9893 -0.120
C -0.8588 -5.8340 1.7562 -0.960
C -2.0926 -6.1503 2.5584 0.704
O -2.5291 -5.3622 3.3959 -0.415
C -2.7717 -7.4680 2.2965 -1.013
H -0.4761 -4.8513 2.0514 0.228
H -0.0871 -6.5830 1.9508 0.360
H -1.1044 -5.8083 0.6915 0.322
H -2.0852 -8.2897 2.5153 0.447
H -3.1025 -7.5151 1.2560 0.355
H -3.6477 -7.5604 2.9474 0.436
Cl -4.6562 4.1503 -9.3261 0.037
Be -4.1448 -5.9832 1.3941 0.862
F -5.3950 -8.0704 1.6206 -0.548
Br 6.5058 -3.0367 5.6965 0.118
Ca -0.9466 6.7091 -3.1742 1.139
```

Output
Total energy, Eh: -8401.1826
Charge: +2
HOMO, eV: -10.707
E_LUMO, hartree: -0.3544
HOMO-LUMO gap, Eh: 0.0390

***

Record 2
The following is a DFT calculation (ωB97M-V/def2-TZVPD) of a structure of composition C14H21BCoF2N2O4.

XYZ file:
```
45
Properties=species:S:1:pos:R:3:mulliken_charge:R:1
Co 0.3331 0.7416 -0.5048 -0.161
C 1.0352 -4.1686 0.7936 -0.686
O 1.6805 -2.9767 0.3838 -0.214
C 0.8177 -1.8650 0.3199 0.281
O 0.7043 -1.2221 -0.7882 -0.740
N 0.6336 -1.2209 1.5696 -0.070
N 0.9646 0.2042 1.5571 -0.596
H 0.8045 -4.7953 -0.0721 0.281
H 0.1046 -3.9382 1.3199 0.268
H 1.7088 -4.7126 1.4628 0.216
H 1.1486 -1.7236 2.2990 0.297
H 1.9767 0.3713 1.5856 0.303
H 0.5127 0.6345 2.3584 0.220
O -2.6590 -0.9293 0.7764 -0.606
B -2.4138 -0.0947 -0.3403 0.992
O -3.0598 -0.6510 -1.4638 -0.775
C -3.6664 -1.7786 -1.0358 0.535
C -4.4514 -2.6706 -1.7530 -0.913
C -5.0031 -3.7361 -1.0407 -0.505
C -4.7781 -3.8969 0.3145 -0.486
C -3.9868 -3.0019 1.0392 -0.939
C -3.4228 -1.9476 0.3312 0.664
H -4.6407 -2.5277 -2.8063 0.468
H -5.6268 -4.4486 -1.5662 0.349
H -5.2288 -4.7346 0.8342 0.357
H -3.8148 -3.1199 2.0984 0.472
F 2.2052 2.1276 -2.2582 -0.334
C 1.8753 2.0681 -0.9069 0.200
F 3.0847 1.6780 -0.3032 -0.352
H 1.8014 3.1388 -0.6172 0.265
C -1.4073 3.7019 -0.7354 -1.766
C -2.1220 2.4047 -1.1392 2.320
C -3.6368 2.6554 -1.0143 -1.843
C -1.7769 2.0525 -2.5873 -1.457
C -1.6953 1.2566 -0.2210 -0.561
H -1.8275 4.5608 -1.2618 0.489
H -0.3482 3.6392 -0.9676 0.152
H -1.5110 3.8656 0.3360 0.389
H -3.9454 3.4898 -1.6462 0.472
H -3.8995 2.8885 0.0172 0.336
H -4.1919 1.7717 -1.3160 0.317
H -2.0104 2.8766 -3.2592 0.467
H -2.3362 1.1729 -2.8924 0.231
H -0.7077 1.8250 -2.6503 0.191
H -1.7069 1.5946 0.8201 0.468
```

Output
Total energy, Eh: -2563.9273
Charge: -1
2S+1: 5
HOMO (spin up / spin down), eV: -1.659 / -4.907
E_LUMO (spin up / spin down), hartree: 0.1090 / 0.1080
HOMO-LUMO gap (spin up / spin down), Eh: 0.1700 / 0.2884
Energy above the lowest of the compared OMol25 structures with the same formula, charge and spin, eV: 0.000
⟨S²⟩: 6.0134

***

Record 3
The following is a DFT calculation (ωB97M-V/def2-TZVPD) of a structure of composition C14H21Br2F3N2O4S.

XYZ file:
```
47
Properties=species:S:1:pos:R:3:mulliken_charge:R:1
O 0.6467 0.0270 -1.9754 -0.616
S 0.0519 0.3098 -0.7253 1.226
O -0.2633 -0.8417 0.0574 -0.534
O 0.9181 1.2819 0.1879 -0.330
C 0.0036 2.1568 0.9125 -0.513
C -1.4164 1.7042 0.5053 0.381
C -2.3373 2.8895 0.6998 -1.157
C -3.7520 2.8186 0.0846 -1.256
C -4.4380 1.4673 0.0800 0.446
F -3.9593 0.7103 -0.9373 -0.251
Br -4.2927 0.5810 1.7843 -0.011
C -5.9470 1.6953 -0.2406 0.638
F -6.0568 2.3003 -1.4425 -0.211
F -6.5189 2.4737 0.7060 -0.196
Br -6.9523 0.0143 -0.2947 -0.106
O -1.2017 1.2831 -0.8457 -0.392
H 0.1606 2.0285 1.9757 0.307
H 0.2742 3.1530 0.5882 0.412
H -1.6140 0.8854 1.1828 0.325
H -1.8449 3.7300 0.2189 0.460
H -2.3811 3.1414 1.7513 0.429
H -4.3836 3.4886 0.6574 0.490
H -3.7048 3.2295 -0.9156 0.361
C 0.5822 -5.0479 2.5846 -1.156
C 0.1931 -5.1997 1.1184 -0.493
C -0.3315 -3.8981 0.5040 -0.126
C -1.5880 -3.4665 1.1095 0.245
N -2.5717 -3.1232 1.5886 -0.478
H -0.2812 -4.7893 3.1991 0.342
H 0.9960 -5.9802 2.9685 0.347
H 1.3360 -4.2686 2.7105 0.298
H -0.5572 -5.9857 1.0182 0.311
H 1.0656 -5.5191 0.5460 0.316
H -0.4943 -4.0314 -0.5664 0.315
H 0.4030 -3.0996 0.6121 0.154
C 3.6231 0.9304 -1.9361 -0.904
C 5.0527 0.4341 -2.1233 -0.499
C 6.0735 1.2182 -1.2916 -0.464
C 6.1782 2.6137 -1.7134 0.251
N 6.2606 3.7087 -2.0446 -0.424
H 3.5155 1.9605 -2.2817 0.318
H 2.9344 0.3172 -2.5051 0.328
H 3.3268 0.8891 -0.8877 0.203
H 5.3223 0.4827 -3.1795 0.327
H 5.1096 -0.6156 -1.8297 0.322
H 7.0586 0.7573 -1.3799 0.296
H 5.8016 1.1851 -0.2353 0.269
```

Output
Total energy, Eh: -6802.3065
HOMO, eV: -10.646
E_LUMO, hartree: 0.0094
HOMO-LUMO gap, Eh: 0.4006

***

Question: The highest total energy belongs to which entry?
Answer: C14H21BCoF2N2O4

***

Question: Which value of total energy does entry 3 give?
Answer: -6802.3065 Eh

***

Question: Among the records above, which one has the highest total energy?
Answer: C14H21BCoF2N2O4

***

Copy entry 1 word for word.
The following is a DFT calculation (ωB97M-V/def2-TZVPD) of a structure of composition C14H21AlBeBrCaCl5F3N5O9S2.

XYZ file:
```
63
Properties=species:S:1:pos:R:3:mulliken_charge:R:1
N 0.5707 4.0907 -1.3779 -0.191
C -0.6448 4.5869 -0.6263 0.489
N -0.3263 6.0305 -0.1985 -0.307
N -1.8309 4.5178 -1.6008 -0.496
C -1.0418 3.7159 0.7065 -1.054
N 0.1039 2.9441 1.3291 -0.393
C 0.2719 1.5658 0.7128 0.690
C 1.7354 1.3610 -0.0542 0.540
O 2.8064 1.8495 0.5780 -0.779
O 1.7937 0.6295 -1.3377 -0.728
H 0.9558 4.9161 -1.9236 0.383
H 0.2088 3.4456 -2.1430 0.188
H -0.5355 6.5935 -1.0741 -0.016
H 0.7216 6.0408 -0.0674 0.438
H -2.0167 3.4963 -1.8303 0.314
H -1.4566 4.9000 -2.5187 -0.187
H -1.9533 2.9649 0.5363 0.326
H -1.4278 4.5054 1.5131 0.372
H -0.2221 2.7484 2.3221 0.289
H -0.6425 1.2530 0.0186 0.184
H 0.2938 0.7914 1.6203 -0.653
C 5.9538 -1.1556 4.4628 0.207
C 4.6642 -1.1042 4.8104 -0.513
C 3.6642 -0.4442 3.9481 0.119
O 2.4840 -0.3950 4.2664 -0.365
C 4.1437 0.1550 2.6869 -0.275
C 5.4333 0.1036 2.3393 -0.464
C 6.4334 -0.5564 3.2016 0.553
O 7.6135 -0.6057 2.8833 -0.456
H 6.7003 -1.6351 5.0841 0.396
H 4.2966 -1.5396 5.7319 0.478
H 3.3972 0.6345 2.0656 0.674
H 5.8009 0.5390 1.4178 0.535
Al -0.1872 2.8095 -3.9719 0.602
C -0.9390 -1.2385 3.7234 0.303
Cl -2.3739 -2.2507 3.4215 -0.067
Cl 0.1002 -2.0280 4.9364 -0.091
Cl -0.0285 -1.0311 2.2060 -0.090
Cl -1.4538 0.3558 4.3298 -0.103
N -2.6816 0.0479 -8.1216 -0.336
S -3.5184 0.3925 -6.8379 1.070
O -4.7411 1.1673 -7.0194 -0.565
O -2.7894 0.6303 -5.5974 -0.591
F -4.1386 -1.0530 -6.5303 -0.261
S -1.9946 1.3276 -8.7229 0.999
O -1.4827 1.1393 -10.0800 -0.585
O -1.1203 2.1123 -7.8595 -0.538
F -3.2079 2.3285 -8.9893 -0.120
C -0.8588 -5.8340 1.7562 -0.960
C -2.0926 -6.1503 2.5584 0.704
O -2.5291 -5.3622 3.3959 -0.415
C -2.7717 -7.4680 2.2965 -1.013
H -0.4761 -4.8513 2.0514 0.228
H -0.0871 -6.5830 1.9508 0.360
H -1.1044 -5.8083 0.6915 0.322
H -2.0852 -8.2897 2.5153 0.447
H -3.1025 -7.5151 1.2560 0.355
H -3.6477 -7.5604 2.9474 0.436
Cl -4.6562 4.1503 -9.3261 0.037
Be -4.1448 -5.9832 1.3941 0.862
F -5.3950 -8.0704 1.6206 -0.548
Br 6.5058 -3.0367 5.6965 0.118
Ca -0.9466 6.7091 -3.1742 1.139
```

Output
Total energy, Eh: -8401.1826
Charge: +2
HOMO, eV: -10.707
E_LUMO, hartree: -0.3544
HOMO-LUMO gap, Eh: 0.0390